The following is a DFT calculation (wB97M-V/def2-TZVPD) of 9 unconnected molecules or ions with the total composition C46H132N23O7P7 at a distorted geometry.

Each line ends with the Löwdin charge.
Atoms and positions in Å:
C 2.333267 7.126564 1.593314  -0.11
N 2.776985 6.431899 0.395430  -0.29
C 2.386714 7.121566 -0.843934  -0.10
P 3.405316 4.885872 0.486167  0.53
O 3.528665 4.317342 1.844251  -0.29
N 2.644935 3.935462 -0.648680  -0.27
C 1.205158 4.041259 -0.927557  -0.09
C 3.155223 2.595439 -0.948992  -0.10
N 4.988628 4.979120 -0.123881  -0.30
C 5.354155 5.519770 -1.422220  -0.12
C 6.045028 4.330167 0.605509  -0.13
H 1.493099 6.560245 2.018735  0.05
H 1.822170 8.069289 1.405570  0.08
H 3.137390 7.184759 2.324366  0.09
H 1.329485 6.862346 -0.966864  0.07
H 2.857331 6.662839 -1.715609  0.07
H 2.606915 8.184534 -0.880820  0.09
H 0.781305 4.907243 -0.420486  0.06
H 0.992215 4.131294 -1.996509  0.08
H 0.770271 3.098024 -0.590619  0.07
H 2.346685 1.893279 -1.129494  0.03
H 3.826605 2.487199 -1.807076  0.08
H 3.788390 2.315230 -0.101789  0.08
H 6.405790 5.530813 -1.690282  0.08
H 4.856289 5.068622 -2.295967  0.07
H 4.905865 6.513341 -1.530960  0.06
H 7.009105 4.692959 0.258460  0.08
H 5.901323 3.239120 0.583337  0.07
H 5.984045 4.518536 1.681969  0.07
C -5.149418 5.238723 3.059892  -0.11
N -4.546353 4.736878 1.833281  -0.33
C -5.428921 3.888505 1.047278  -0.11
P -2.901743 4.879427 1.516730  0.56
O -2.447680 4.121752 0.324925  -0.29
N -2.675844 6.544812 1.523217  -0.30
C -1.327121 7.067676 1.257398  -0.10
C -3.751270 7.418420 1.060525  -0.11
N -2.186586 4.313924 2.953642  -0.29
C -1.605529 3.000278 2.901497  -0.13
C -1.748414 5.180285 4.045118  -0.10
H -4.432825 5.766120 3.678891  0.06
H -5.408460 4.333235 3.629916  0.09
H -6.129271 5.688203 2.890221  0.08
H -5.506968 2.884347 1.474254  0.08
H -4.948339 3.660390 0.090772  0.06
H -6.359870 4.390975 0.787768  0.09
H -0.556504 6.620312 1.879766  0.04
H -1.226635 6.748796 0.211149  0.08
H -1.208362 8.148605 1.295743  0.09
H -4.762331 7.069666 1.240808  0.07
H -3.691293 8.364766 1.607496  0.08
H -3.650596 7.703136 0.007912  0.09
H -2.109831 2.266326 2.274745  0.06
H -0.563904 3.046261 2.544516  0.08
H -1.546544 2.578149 3.908557  0.08
H -2.567990 5.730910 4.499166  0.07
H -0.954470 5.840159 3.684354  0.06
H -1.253409 4.602597 4.826822  0.08
C 2.904934 -2.372366 2.422259  -0.11
N 3.635453 -3.359368 3.237086  -0.30
C 4.607536 -2.799895 4.126984  -0.13
P 2.825736 -4.816013 3.689182  0.57
O 1.959910 -5.364817 2.620618  -0.30
N 4.064334 -5.897714 4.062305  -0.30
C 4.686470 -6.119515 5.343521  -0.12
C 4.800209 -6.380828 2.880004  -0.09
N 2.109906 -4.483544 5.186324  -0.28
C 1.481856 -5.551245 5.979573  -0.10
C 1.479280 -3.193816 5.450993  -0.11
H 3.672437 -1.743101 1.963506  0.08
H 2.456147 -1.634486 3.105949  0.05
H 2.133318 -2.818019 1.804628  0.07
H 5.242496 -2.114525 3.551492  0.09
H 5.214439 -3.562507 4.605369  0.06
H 4.157265 -2.108567 4.856564  0.08
H 3.970762 -6.543283 6.052575  0.05
H 5.426776 -6.919503 5.324565  0.08
H 5.108731 -5.210607 5.777944  0.07
H 5.438902 -5.563879 2.529662  0.08
H 5.322999 -7.264920 3.235894  0.08
H 4.126330 -6.647494 2.067317  0.06
H 1.368728 -5.239853 7.019052  0.09
H 0.531127 -5.859882 5.543265  0.08
H 2.169812 -6.387141 6.091729  0.05
H 2.068164 -2.338898 5.124279  0.04
H 1.178843 -3.068170 6.489396  0.09
H 0.550311 -3.145754 4.868885  0.07
C -1.199416 -0.382617 -5.603897  -0.13
N -0.046881 0.061312 -6.356539  -0.29
C 0.546008 -0.939325 -7.221224  -0.11
P 0.631096 1.574338 -6.326564  0.51
O 1.525795 1.862761 -7.456876  -0.27
N -0.717574 2.593967 -6.276760  -0.31
C -0.578421 4.016585 -5.994237  -0.11
C -1.831261 2.356282 -7.196724  -0.12
N 1.382108 1.641171 -4.840041  -0.28
C 0.627519 1.464511 -3.630066  -0.12
C 2.761427 2.135659 -4.699561  -0.09
H -0.965096 -1.264946 -5.004117  0.04
H -2.018455 -0.740102 -6.241848  0.09
H -1.641578 0.389220 -4.977610  0.07
H 1.617519 -0.807885 -7.379476  0.07
H 0.231126 -0.762088 -8.262080  0.08
H 0.238794 -1.967404 -7.042080  0.08
H -0.206791 4.555464 -6.872181  0.09
H -1.551221 4.460933 -5.776772  0.08
H 0.057387 4.037258 -5.106321  0.07
H -2.815945 2.603952 -6.799174  0.08
H -1.605824 2.750801 -8.190432  0.09
H -1.962888 1.283776 -7.375824  0.06
H 0.433315 0.392985 -3.491359  0.05
H 1.172746 1.703429 -2.717590  0.04
H -0.351665 1.952369 -3.625501  0.08
H 3.196350 2.197641 -5.692786  0.07
H 3.303136 1.363907 -4.140036  0.06
H 2.876799 3.017623 -4.064930  0.07
C 0.535931 -3.844818 -3.032717  -0.10
N 1.444538 -4.570090 -3.912838  -0.31
C 0.841557 -5.360019 -4.981848  -0.10
P 3.101937 -4.539831 -3.671877  0.50
O 3.882741 -5.421141 -4.547014  -0.28
N 3.516722 -2.946539 -3.836196  -0.29
C 2.820107 -1.998131 -4.703316  -0.10
C 4.947302 -2.650370 -3.706877  -0.10
N 3.367440 -4.919017 -2.042762  -0.29
C 3.255235 -6.337766 -1.704585  -0.11
C 3.208135 -4.068987 -0.889501  -0.16
H -0.369502 -4.437106 -2.870245  0.08
H 0.184093 -2.932042 -3.526616  0.05
H 1.015610 -3.632183 -2.082602  0.05
H 1.550923 -5.935805 -5.564647  0.08
H 0.285090 -4.659674 -5.620522  0.07
H 0.024839 -5.967266 -4.578408  0.08
H 1.823715 -2.323039 -4.987108  0.06
H 2.950930 -0.988378 -4.312732  0.07
H 3.367683 -1.968688 -5.655889  0.08
H 5.117980 -2.183356 -2.726917  0.07
H 5.512187 -3.580384 -3.709034  0.08
H 5.222713 -1.872543 -4.417465  0.08
H 3.794454 -7.017181 -2.364958  0.08
H 3.672197 -6.494365 -0.709538  0.07
H 2.214518 -6.678815 -1.729294  0.08
H 2.346046 -4.279538 -0.244214  0.07
H 3.396846 -3.024764 -1.133739  0.06
H 4.000436 -4.298613 -0.159328  0.08
C -2.110564 -2.401293 1.275194  -0.12
N -2.384421 -2.513799 2.699905  -0.27
C -2.231253 -1.259403 3.446297  -0.12
P -3.670991 -3.501513 3.221032  0.54
O -4.960721 -3.065136 2.690960  -0.26
N -3.167946 -5.058799 2.912967  -0.30
C -3.684072 -5.798908 1.729406  -0.10
C -2.041844 -5.733045 3.544526  -0.12
N -3.549587 -3.369528 4.913968  -0.30
C -4.760344 -2.873056 5.587932  -0.10
C -2.381419 -3.608734 5.734805  -0.14
H -1.269394 -1.757052 1.012579  0.05
H -2.952502 -2.059851 0.663522  0.07
H -1.793286 -3.359589 0.852970  0.08
H -1.831504 -1.456613 4.442747  0.06
H -3.127347 -0.637878 3.500553  0.08
H -1.360204 -0.750579 3.024776  0.05
H -3.922936 -6.844903 1.908238  0.08
H -4.553628 -5.280541 1.327452  0.07
H -2.900565 -5.740388 0.969271  0.07
H -1.687786 -6.530600 2.886055  0.08
H -1.204686 -5.034295 3.442215  0.07
H -2.238891 -6.196312 4.508525  0.08
H -4.547142 -2.658204 6.633737  0.08
H -5.031557 -1.946491 5.079809  0.07
H -5.562501 -3.610361 5.531273  0.08
H -2.413427 -4.596523 6.207005  0.08
H -2.191706 -2.897087 6.541863  0.09
H -1.554290 -3.585330 5.025261  0.03
C -3.148447 -2.363964 -3.400299  -0.11
N -3.144323 -1.220634 -2.504570  -0.26
C -1.822871 -0.943506 -1.953888  -0.12
P -4.608674 -0.575073 -1.957181  0.55
O -5.714701 -1.518939 -2.135198  -0.27
N -4.400602 0.024182 -0.371154  -0.27
C -5.231534 -0.488109 0.743702  -0.11
C -3.354347 0.928906 0.159553  -0.11
N -4.917503 0.821392 -2.845897  -0.31
C -6.296969 1.212989 -3.057849  -0.11
C -3.924523 1.865180 -3.090441  -0.11
H -4.013150 -2.430404 -4.053066  0.09
H -3.001564 -3.276288 -2.808645  0.08
H -2.246685 -2.383116 -4.016038  0.04
H -1.705217 0.069334 -1.573766  0.05
H -1.022819 -1.082651 -2.681474  0.04
H -1.538107 -1.594097 -1.121608  0.06
H -6.142367 0.120884 0.708502  0.08
H -5.566259 -1.503041 0.540061  0.07
H -4.787502 -0.379323 1.729471  0.06
H -3.883942 1.737973 0.657328  0.05
H -2.775359 0.317870 0.856753  0.06
H -2.742976 1.314904 -0.648912  0.05
H -6.384339 2.187012 -3.530115  0.08
H -6.743189 0.428632 -3.674941  0.08
H -6.807978 1.174064 -2.087062  0.08
H -4.252538 2.868993 -2.825731  0.08
H -3.702584 1.811641 -4.165923  0.07
H -2.925503 1.665966 -2.697360  0.05
C 0.762097 0.299006 0.957151  -0.06
C 1.182865 -0.366044 -0.269120  -0.25
N 1.514331 -0.905177 -1.228077  0.20
H -0.316334 0.490074 0.977313  0.06
H 1.184199 1.266392 1.221693  0.08
H 0.850109 -0.408131 1.785718  0.05
C 2.604296 2.351040 4.792601  -0.06
C 1.642997 1.261898 4.719902  -0.26
N 0.940440 0.357120 4.651731  0.15
H 3.546332 2.086235 4.308986  0.09
H 2.918636 2.499733 5.826156  0.09
H 2.237464 3.253757 4.309630  0.07

Cartesian forces (eV/Å) of the 2 atoms listed first:
-0.92 -1.25 0.69
0.17 0.47 -0.58

## Properties
frontier orbital gap: 7.94 eV
structure (SMILES): CN(C)P(=O)(N(C)C)N(C)C.CN(C)P(=O)(N(C)C)N(C)C.CN(C)P(=O)(N(C)C)N(C)C.CN(C)P(=O)(N(C)C)N(C)C.CN(C)P(=O)(N(C)C)N(C)C.CN(C)P(=O)(N(C)C)N(C)C.CN(C)P(=O)(N(C)C)N(C)C.CC#N.CC#N
net charge: 0